No. 1
Here is C29H37N7O2W as an isolated structure from the Open Molecules 2025 dataset. Energies are from the ωB97M-V functional and the def2-TZVPD basis.

Values from the calculation:
Molar mass (g/mol): 699.50
Total charge: +4
2S+1: 3
Frontier orbital gap (spin up / spin down) (eV): 5.813 / 5.305

Each line ends with the Löwdin charge.
Cartesian coordinates (Å):
1 W 0.218 -1.056 -0.104  1.76
2 N -1.293 0.307 -0.719  -0.11
3 C -2.283 0.636 0.353  -0.15
4 C -1.458 1.177 1.490  -0.13
5 N -0.345 0.191 1.762  -0.23
6 C -0.848 -0.706 2.859  -0.13
7 C -0.098 -2.009 2.924  -0.13
8 N -0.032 -2.530 1.522  -0.03
9 C 0.862 0.977 2.184  -0.14
10 C 2.129 0.164 2.111  -0.13
11 N 2.148 -0.542 0.776  -0.04
12 H -0.717 1.218 -0.900  0.05
13 H -1.771 0.079 -1.592  0.13
14 H -2.837 -0.263 0.629  0.11
15 H -2.996 1.377 -0.012  0.15
16 H -2.051 1.327 2.393  0.16
17 H -1.022 2.138 1.226  0.09
18 H -1.898 -0.916 2.646  0.14
19 H -0.808 -0.173 3.811  0.16
20 H -0.626 -2.722 3.558  0.16
21 H 0.909 -1.921 3.318  0.12
22 H -0.907 -3.022 1.322  0.11
23 H 0.675 -3.267 1.480  0.12
24 H 0.710 1.395 3.182  0.16
25 H 0.938 1.818 1.496  0.09
26 H 2.232 -0.577 2.897  0.12
27 H 2.997 0.820 2.183  0.15
28 H 2.746 -1.370 0.850  0.13
29 H 2.642 0.053 0.109  0.11
30 C 1.254 4.537 -1.540  0.01
31 O 1.831 3.416 -2.292  0.05
32 C 1.238 2.326 -1.857  -0.32
33 N 0.281 2.434 -1.021  0.14
34 C 0.030 3.912 -0.857  -0.19
35 C -0.204 4.315 0.575  -0.23
36 C -1.484 4.668 0.992  -0.04
37 C -1.719 5.017 2.318  -0.04
38 C -0.673 5.019 3.230  -0.04
39 C 0.613 4.684 2.815  -0.05
40 C 0.847 4.335 1.493  -0.07
41 C 1.725 1.067 -2.494  -0.11
42 C 2.530 1.252 -3.623  0.09
43 C 2.952 0.179 -4.382  0.08
44 C 2.556 -1.086 -3.974  0.09
45 C 1.800 -1.196 -2.826  -0.16
46 N 1.358 -0.163 -2.054  0.07
47 C 1.417 -2.521 -2.354  -0.31
48 N 0.993 -2.715 -1.130  -0.05
49 C 0.465 -4.107 -1.065  -0.20
50 C 0.944 -4.707 -2.410  0.05
51 O 1.423 -3.526 -3.151  0.14
52 C -1.033 -4.049 -0.839  -0.22
53 C -1.735 -2.845 -1.002  -0.13
54 C -3.109 -2.776 -0.755  -0.04
55 C -3.785 -3.908 -0.328  0.00
56 C -3.090 -5.101 -0.157  0.02
57 C -1.719 -5.170 -0.401  0.02
58 H 1.017 5.325 -2.248  0.16
59 H 2.017 4.879 -0.846  0.14
60 H -0.873 4.122 -1.436  0.16
61 H -2.295 4.715 0.273  0.13
62 H -2.709 5.323 2.627  0.13
63 H -0.848 5.321 4.254  0.13
64 H 1.436 4.738 3.517  0.12
65 H 1.862 4.107 1.176  0.12
66 H 2.795 2.262 -3.901  0.15
67 H 3.561 0.322 -5.266  0.16
68 H 2.835 -1.978 -4.521  0.16
69 H 0.944 -4.648 -0.247  0.16
70 H 0.157 -5.161 -3.006  0.16
71 H 1.789 -5.382 -2.309  0.16
72 H -1.281 -2.005 -1.555  0.08
73 H -3.659 -1.862 -0.940  0.12
74 H -4.852 -3.871 -0.151  0.14
75 H -3.618 -5.989 0.169  0.14
76 H -1.198 -6.110 -0.252  0.15

=====

No. 2
Here is a 9-piece molecular cluster, C29H38B3F8O27P overall at a distorted geometry from the Open Molecules 2025 dataset. Energies are from the ωB97M-V functional and the def2-TZVPD basis.

Values from the calculation:
SMILES string: CCCB1OBOB(P(C)C)O1.O=C1OC[C@@H](F)O1.O=C1OC[C@@H](F)O1.O=C1OC[C@@H](F)O1.O=C1OC[C@@H](F)O1.O=C1OC[C@@H](F)O1.O=C1OC[C@@H](F)O1.O=C1OC[C@@H](F)O1.O=C1OC[C@@H](F)O1
Molar mass (g/mol): 1033.99
Frontier orbital gap (eV): 8.611

Each line ends with the Löwdin charge.
Cartesian coordinates (Å):
1 C -4.220 5.877 1.071  -0.08
2 C -3.590 4.970 2.147  -0.25
3 C -2.412 4.111 1.677  -0.07
4 B -2.767 2.879 0.798  -0.56
5 O -4.020 2.668 0.242  0.25
6 B -4.140 1.871 -0.882  -0.31
7 O -3.128 0.981 -1.166  0.22
8 B -1.887 1.079 -0.555  -0.67
9 P -0.251 0.215 -1.040  0.95
10 C -0.366 -1.171 0.148  -0.30
11 C -0.619 -0.576 -2.643  -0.32
12 O -1.820 1.912 0.543  0.23
13 H -5.307 5.765 1.005  0.08
14 H -3.812 5.672 0.072  0.08
15 H -4.014 6.933 1.277  0.07
16 H -3.215 5.613 2.957  0.09
17 H -4.354 4.326 2.607  0.09
18 H -1.877 3.703 2.551  0.11
19 H -1.700 4.732 1.113  0.12
20 H -5.084 1.976 -1.601  0.11
21 H -1.263 -1.794 0.046  0.05
22 H 0.534 -1.788 0.081  0.03
23 H -0.388 -0.701 1.142  0.03
24 H -0.979 0.189 -3.341  0.04
25 H 0.327 -0.991 -3.011  0.01
26 H -1.345 -1.395 -2.592  0.06
27 O 2.703 -2.689 -2.396  0.16
28 C 2.037 -3.647 -2.176  -0.57
29 O 2.403 -4.694 -1.416  0.07
30 C 1.290 -5.586 -1.287  -0.05
31 C 0.436 -5.201 -2.484  -0.31
32 F -0.897 -5.278 -2.239  0.07
33 O 0.788 -3.836 -2.660  0.10
34 H 0.752 -5.362 -0.365  0.14
35 H 1.640 -6.612 -1.302  0.13
36 H 0.667 -5.727 -3.408  0.13
37 O 1.345 -4.794 -5.441  0.19
38 C 1.230 -3.703 -5.881  -0.53
39 O 2.012 -3.161 -6.839  0.08
40 C 1.462 -1.897 -7.215  -0.04
41 C 0.631 -1.536 -5.995  -0.31
42 F -0.505 -0.863 -6.323  0.06
43 O 0.290 -2.806 -5.486  0.13
44 H 0.810 -2.030 -8.080  0.15
45 H 2.249 -1.183 -7.434  0.13
46 H 1.160 -0.968 -5.229  0.16
47 O -2.483 8.410 5.067  0.19
48 C -1.458 7.960 4.693  -0.56
49 O -1.175 6.639 4.601  0.05
50 C 0.086 6.475 3.951  -0.05
51 C 0.741 7.827 4.190  -0.31
52 F 1.520 8.223 3.159  0.08
53 O -0.378 8.684 4.294  0.14
54 H -0.066 6.320 2.881  0.14
55 H 0.616 5.630 4.379  0.14
56 H 1.322 7.901 5.110  0.17
57 O 2.633 -6.829 -3.748  0.18
58 C 3.486 -7.038 -4.537  -0.53
59 O 4.181 -6.099 -5.203  0.08
60 C 5.232 -6.727 -5.935  -0.04
61 C 4.720 -8.155 -6.058  -0.31
62 F 5.710 -9.078 -6.014  0.08
63 O 3.909 -8.279 -4.909  0.14
64 H 6.148 -6.720 -5.341  0.15
65 H 5.380 -6.212 -6.878  0.14
66 H 4.109 -8.350 -6.941  0.17
67 O -1.214 2.180 6.259  0.14
68 C -2.345 2.488 6.082  -0.51
69 O -3.138 1.981 5.120  0.05
70 C -4.469 2.472 5.301  -0.03
71 C -4.221 3.739 6.107  -0.30
72 F -5.209 4.007 6.985  0.09
73 O -3.026 3.415 6.800  0.15
74 H -5.048 1.752 5.881  0.15
75 H -4.935 2.644 4.336  0.13
76 H -4.028 4.631 5.507  0.17
77 O 2.238 -1.578 4.074  0.16
78 C 1.376 -0.793 4.279  -0.56
79 O 1.523 0.545 4.306  0.09
80 C 0.232 1.157 4.429  -0.05
81 C -0.596 0.025 5.019  -0.32
82 F -1.872 0.012 4.570  0.08
83 O 0.080 -1.118 4.531  0.12
84 H -0.149 1.405 3.437  0.14
85 H 0.294 2.045 5.049  0.12
86 H -0.612 -0.017 6.109  0.17
87 O 4.774 -4.831 8.545  0.19
88 C 3.808 -4.580 7.915  -0.55
89 O 3.061 -5.480 7.235  0.07
90 C 1.886 -4.834 6.747  -0.05
91 C 2.315 -3.376 6.723  -0.31
92 F 1.302 -2.522 7.027  0.07
93 O 3.277 -3.337 7.758  0.13
94 H 1.073 -4.966 7.464  0.14
95 H 1.613 -5.237 5.778  0.14
96 H 2.768 -3.046 5.790  0.15
97 O 2.402 1.523 -6.569  0.19
98 C 1.549 1.995 -7.236  -0.56
99 O 0.948 3.184 -7.039  0.08
100 C 0.069 3.450 -8.136  -0.04
101 C -0.185 2.051 -8.683  -0.31
102 F -0.333 2.022 -10.026  0.08
103 O 1.008 1.387 -8.328  0.12
104 H 0.587 4.047 -8.888  0.14
105 H -0.815 3.965 -7.777  0.14
106 H -1.029 1.528 -8.229  0.17

=====

No. 3
Here is a 2-piece molecular cluster, C29H38BBrF4IN2O6PS overall at a distorted geometry from the Open Molecules 2025 dataset. Energies are from the ωB97M-V functional and the def2-TZVPD basis.

Values from the calculation:
Molar mass (g/mol): 867.28
Frontier orbital gap (eV): 4.897

Each line ends with the Löwdin charge.
Cartesian coordinates (Å):
1 C -1.680 -5.395 -1.894  -0.03
2 O -1.615 -6.105 -0.643  0.05
3 B -0.797 -5.539 0.299  -0.70
4 O 0.149 -6.339 0.894  0.21
5 N -0.900 -4.069 0.644  0.09
6 C 0.181 -3.411 0.243  0.05
7 C 0.311 -2.045 0.448  -0.07
8 C 1.525 -1.461 -0.036  -0.15
9 C 2.633 -2.215 -0.776  -0.12
10 C 3.319 -1.386 -1.910  -0.13
11 C 2.451 -1.208 -3.152  -0.23
12 C 3.110 -1.200 -4.394  -0.04
13 C 2.394 -1.037 -5.566  -0.07
14 C 1.005 -0.884 -5.572  -0.08
15 C 0.338 -0.928 -4.354  -0.09
16 C 1.068 -1.088 -3.176  -0.09
17 C 1.661 -0.123 0.146  0.00
18 C 0.672 0.643 0.845  -0.10
19 C 1.043 2.118 0.923  -0.19
20 C 1.941 2.683 -0.184  -0.70
21 C 3.487 2.572 0.076  -0.11
22 Br 1.430 2.211 -2.004  0.85
23 C -0.491 0.069 1.370  -0.07
24 C -1.437 0.918 2.226  -0.13
25 C -0.815 2.055 3.137  -0.19
26 C -1.602 2.153 4.475  -0.21
27 C -1.482 3.568 5.109  -0.19
28 C -2.835 3.898 5.818  -0.28
29 N -3.978 3.976 4.887  -0.02
30 C -0.746 -1.337 1.108  0.01
31 C -1.974 -2.077 1.454  -0.08
32 C -3.215 -1.373 1.980  -0.32
33 C -3.710 -0.421 0.818  0.00
34 F -4.374 -2.158 2.143  -0.17
35 C -1.982 -3.454 1.232  -0.29
36 P -3.486 -4.485 1.749  0.65
37 O -3.243 -6.087 1.525  -0.38
38 I -3.287 -4.288 4.223  0.49
39 H -2.717 -5.100 -2.117  0.10
40 H -1.334 -6.027 -2.726  0.11
41 H -1.070 -4.476 -1.927  0.09
42 H 0.743 -6.688 0.214  0.13
43 H 0.998 -3.961 -0.224  0.14
44 H 2.320 -3.143 -1.272  0.11
45 H 3.412 -2.445 -0.024  0.13
46 H 4.157 -2.032 -2.232  0.12
47 H 3.797 -0.466 -1.545  0.11
48 H 4.195 -1.309 -4.442  0.12
49 H 2.917 -1.000 -6.525  0.11
50 H 0.483 -0.731 -6.517  0.11
51 H -0.749 -0.827 -4.343  0.10
52 H 0.490 -1.101 -2.248  0.09
53 H 2.566 0.348 -0.223  0.08
54 H 1.470 2.364 1.908  0.13
55 H 0.100 2.688 0.869  0.11
56 H 1.778 3.772 -0.156  0.09
57 H 3.611 1.968 0.996  0.07
58 H 4.016 2.120 -0.773  0.07
59 H 3.905 3.558 0.318  0.09
60 H -1.711 0.245 3.053  0.10
61 H -2.295 1.369 1.723  0.11
62 H 0.218 1.750 3.365  0.11
63 H -0.852 3.021 2.620  0.10
64 H -1.189 1.423 5.191  0.12
65 H -2.647 1.862 4.269  0.10
66 H -1.209 4.357 4.395  0.11
67 H -0.737 3.507 5.921  0.11
68 H -3.052 3.082 6.531  0.11
69 H -2.779 4.830 6.399  0.10
70 H -4.513 3.114 4.891  0.05
71 H -3.660 4.085 3.928  0.06
72 H -3.138 -0.869 2.942  0.13
73 H -4.120 0.474 1.309  0.09
74 H -4.440 -0.934 0.184  0.10
75 H -2.884 -0.074 0.184  0.08
76 H -2.581 -6.471 2.128  0.05
77 C 2.040 5.437 -5.518  -0.66
78 F 0.866 4.810 -5.297  0.09
79 F 2.304 5.306 -6.830  0.11
80 F 1.822 6.746 -5.299  0.10
81 S 3.399 4.768 -4.462  0.41
82 O 3.489 3.367 -4.827  -0.36
83 O 2.950 4.988 -3.098  -0.38
84 O 4.561 5.543 -4.829  -0.33